13
Properties=species:S:1:pos:R:3:forces:R:3 method="wB97M-V/def2-TZVPD" smiles=CN.CO total_charge=0 homo_ev=-9.90
C 1.0850 0.2466 -0.5325 2.750 -0.709 0.129
C -1.7593 0.3213 0.3305 -0.396 -0.418 -1.403
H 2.6926 -0.0270 0.6754 -0.174 -0.590 -0.338
H 1.4891 -0.9433 1.1421 -0.167 -0.169 -0.332
H 0.4473 -0.3612 -1.1031 -0.774 -0.743 -0.877
H 0.4880 0.9223 0.0351 0.137 0.764 0.194
H 1.7719 0.7215 -1.2667 -0.669 0.102 0.568
H -1.0060 -1.1985 -0.7614 -0.753 0.448 0.594
H -2.7133 0.4814 0.7679 -0.874 0.002 0.550
H -1.0171 0.3114 1.0873 0.663 0.338 0.819
H -1.6298 1.1575 -0.3838 0.257 -0.471 0.197
N 1.9774 -0.6642 0.2895 -0.228 1.545 0.353
O -1.8260 -0.9678 -0.2803 0.229 -0.099 -0.454

13
Properties=species:S:1:pos:R:3:forces:R:3 method="wB97M-V/def2-TZVPD" total_charge=0 homo_ev=-9.07
H -0.7227 -1.3894 -0.9911 -1.553 -2.202 -1.554
O -1.1319 -2.3538 -1.5218 1.400 1.144 1.382
N -0.6146 -0.1481 -0.5209 0.634 1.564 2.699
H -0.6146 -3.0151 -1.0385 -0.329 -0.218 -0.390
H -0.2770 0.4658 -1.2499 -0.413 0.141 -0.281
C 0.3478 0.0345 0.6567 -0.784 -0.031 -0.801
H 1.2486 -0.5252 0.3717 -0.340 -0.224 0.593
H -0.1935 -0.3514 1.5346 0.645 -0.136 -0.261
H -1.5198 0.1778 -0.1393 0.503 -0.193 -1.002
C 0.7647 1.4896 0.7816 0.251 0.156 -1.292
H 1.6697 1.6602 1.3519 -0.027 -0.119 0.410
H 1.0363 1.7235 -0.2538 0.291 0.399 0.062
H 0.0071 2.2317 1.0186 -0.278 -0.281 0.437